1.
{
  "formula": "C15H40As4F24N5O5",
  "method": "ωB97M-V with the def2-TZVPD basis set",
  "fmax_ev_per_a": 2.5,
  "e_homo_ev": -13.83,
  "total_energy_ha": -12585.61606,
  "total_charge": 1,
  "species": ["C", "C", "O", "N", "H", "H", "C", "H", "H", "H", "H", "H", "H", "C", "C", "O", "N", "H", "H", "C", "H", "H", "H", "H", "H", "H", "C", "C", "O", "N", "H", "H", "C", "H", "H", "H", "H", "H", "H", "C", "C", "O", "N", "H", "H", "C", "H", "H", "H", "H", "H", "H", "C", "C", "O", "N", "H", "H", "C", "H", "H", "H", "H", "H", "H", "As", "F", "F", "F", "F", "F", "F", "As", "F", "F", "F", "F", "F", "F", "As", "F", "F", "F", "F", "F", "F", "As", "F", "F", "F", "F", "F", "F"],
  "coordinates": [[6.044, 21.499, 17.872], [5.146, 22.354, 17.000], [4.199, 22.916, 17.413], [5.513, 22.477, 15.547], [5.565, 21.591, 15.006], [4.747, 22.824, 14.952], [6.704, 23.356, 15.258], [5.577, 21.408, 18.848], [6.977, 22.044, 18.034], [6.183, 20.493, 17.479], [6.498, 24.269, 15.808], [6.767, 23.411, 14.175], [7.626, 22.882, 15.584], [11.269, 20.241, 16.100], [12.315, 19.353, 15.559], [13.417, 19.311, 15.991], [11.925, 18.328, 14.546], [12.502, 17.506, 14.744], [10.937, 18.052, 14.586], [12.182, 18.833, 13.157], [10.721, 19.687, 16.868], [10.529, 20.632, 15.400], [11.668, 21.158, 16.528], [11.606, 19.744, 13.031], [11.894, 18.115, 12.389], [13.257, 18.845, 12.984], [8.051, 21.478, 10.048], [7.656, 22.589, 9.145], [7.100, 22.531, 8.115], [7.984, 24.032, 9.613], [7.154, 24.591, 9.408], [8.141, 24.050, 10.622], [9.241, 24.522, 8.929], [7.590, 21.670, 11.030], [9.084, 21.596, 10.389], [7.728, 20.504, 9.696], [10.041, 23.855, 9.245], [9.608, 25.450, 9.373], [9.002, 24.687, 7.887], [9.375, 14.128, 11.707], [9.307, 15.492, 12.274], [10.183, 16.295, 12.320], [7.981, 15.980, 12.791], [7.878, 15.943, 13.816], [8.051, 16.999, 12.694], [6.728, 15.469, 12.108], [8.599, 13.891, 10.973], [9.255, 13.353, 12.468], [10.284, 13.951, 11.138], [6.509, 14.439, 12.358], [6.957, 15.695, 11.071], [5.938, 16.150, 12.411], [2.276, 18.424, 8.498], [2.123, 18.918, 9.935], [1.486, 19.848, 10.274], [3.125, 18.375, 10.947], [2.670, 17.810, 11.673], [3.661, 17.696, 10.398], [3.979, 19.419, 11.618], [2.456, 17.347, 8.509], [3.190, 18.879, 8.117], [1.350, 18.624, 7.974], [3.419, 20.294, 11.911], [4.792, 19.618, 10.919], [4.485, 18.840, 12.388], [6.217, 17.397, 8.614], [5.210, 16.876, 9.998], [7.521, 17.764, 9.723], [7.141, 17.931, 7.241], [4.855, 16.995, 7.585], [5.633, 19.050, 8.731], [6.736, 15.728, 8.526], [9.685, 15.660, 16.504], [8.580, 16.849, 17.185], [10.892, 16.139, 17.680], [10.686, 14.438, 15.716], [8.398, 15.349, 15.301], [10.495, 16.786, 15.393], [9.048, 14.455, 17.548], [7.875, 19.541, 13.808], [9.037, 20.750, 13.229], [9.249, 18.718, 14.495], [6.880, 18.205, 14.327], [6.486, 20.429, 13.188], [8.043, 18.720, 12.275], [7.624, 20.349, 15.349], [2.884, 19.073, 15.412], [4.130, 20.222, 14.869], [1.948, 19.373, 13.946], [1.601, 18.034, 15.992], [3.796, 18.776, 16.875], [2.130, 20.451, 16.189], [3.675, 17.747, 14.585]],
  "forces_ev_per_a": [[-0.11, 0.32, -0.34], [-0.01, -1.40, 1.67], [-0.40, 0.76, -0.76], [0.01, -0.23, -2.44], [0.66, -0.67, 1.16], [-0.48, 0.64, 1.15], [-0.30, -0.80, 0.40], [-0.25, 0.14, -0.12], [0.24, -0.32, -0.23], [0.26, 0.14, -0.25], [0.33, 0.33, -0.47], [-0.09, 0.57, 0.04], [-0.17, -0.10, 0.31], [-1.21, 1.10, -0.25], [0.05, 0.08, 1.03], [0.53, -0.23, -0.49], [0.94, 0.74, -1.45], [-0.24, 0.02, -0.04], [0.05, 0.14, 0.34], [0.58, -0.76, -0.42], [0.02, -0.06, -0.03], [0.01, -0.64, -0.31], [0.60, -0.41, 0.30], [0.38, 0.23, -0.11], [-0.74, -0.20, 0.51], [0.04, 0.99, 0.37], [0.01, 1.19, 1.42], [-0.25, -0.98, -0.24], [-0.21, 0.25, -0.46], [0.61, -0.06, 0.64], [0.15, 0.14, -0.19], [-0.12, 0.02, 0.01], [0.08, 0.65, 0.95], [-0.50, -0.17, -0.16], [0.29, -0.50, -0.64], [0.33, -0.02, -0.25], [-0.14, -0.56, -0.92], [-0.74, 0.26, -0.04], [0.44, -0.49, -0.17], [-0.32, -0.99, -0.66], [-0.11, 0.16, 0.06], [0.21, -0.01, 0.06], [-0.71, -0.03, 0.06], [0.56, -0.87, 0.43], [-0.19, 0.05, -0.66], [1.04, 1.38, -0.14], [-0.31, 0.49, 0.21], [0.16, 0.20, 0.26], [0.32, 0.31, 0.48], [0.17, -0.04, -0.05], [-0.56, -0.69, -0.24], [-0.14, -0.21, 0.16], [-0.13, -0.93, 1.74], [0.48, 0.96, -0.98], [-0.62, 0.18, 0.37], [-0.79, -0.50, -0.42], [-0.38, 0.37, 0.05], [0.91, 0.06, 0.34], [1.29, -1.39, -0.76], [0.03, -0.02, -0.19], [-0.17, 0.17, -0.31], [0.21, 0.34, -0.23], [-0.24, -0.26, 0.26], [-0.30, 0.44, -0.22], [-0.36, 0.62, 0.67], [0.05, -0.98, -1.48], [0.02, 0.66, -0.04], [-0.44, -0.01, -0.21], [-0.08, -0.53, 0.68], [0.47, 0.36, 0.46], [-0.22, -0.19, 0.66], [0.18, 0.86, 0.02], [-0.14, -0.78, 1.49], [0.94, -0.24, -0.79], [-0.37, -0.36, -0.73], [-0.52, 0.73, 0.42], [0.56, 0.06, 0.12], [-1.24, -0.98, 0.63], [0.08, 0.21, -0.31], [-0.43, -0.45, 0.94], [-0.87, 0.01, 0.22], [-0.41, 0.21, -0.44], [0.21, 0.68, -0.33], [0.72, 0.06, 0.01], [0.14, 0.39, 0.06], [0.26, 0.11, -0.78], [-1.66, -0.42, 1.41], [0.28, -0.13, -0.33], [0.65, 0.05, 0.17], [0.80, 0.41, -0.46], [0.03, 0.17, -0.83], [0.27, -0.35, -0.42], [0.02, 0.56, 0.05]]
}

2.
{
  "formula": "C15H40As5F30N5O5",
  "method": "ωB97M-V with the def2-TZVPD basis set",
  "fmax_ev_per_a": 6.3,
  "e_homo_ev": -9.64,
  "total_energy_ha": -15420.36954,
  "species": ["C", "C", "O", "N", "H", "H", "C", "H", "H", "H", "H", "H", "H", "C", "C", "O", "N", "H", "H", "C", "H", "H", "H", "H", "H", "H", "C", "C", "O", "N", "H", "H", "C", "H", "H", "H", "H", "H", "H", "C", "C", "O", "N", "H", "H", "C", "H", "H", "H", "H", "H", "H", "C", "C", "O", "N", "H", "H", "C", "H", "H", "H", "H", "H", "H", "As", "F", "F", "F", "F", "F", "F", "As", "F", "F", "F", "F", "F", "F", "As", "F", "F", "F", "F", "F", "F", "As", "F", "F", "F", "F", "F", "F", "As", "F", "F", "F", "F", "F", "F"],
  "coordinates": [[-2.259, 8.040, 3.515], [-0.814, 7.525, 3.677], [-0.582, 6.327, 3.664], [0.313, 8.460, 3.439], [0.696, 8.405, 2.507], [-0.043, 9.405, 3.486], [1.321, 8.309, 4.555], [-2.678, 8.180, 4.512], [-2.798, 7.260, 2.977], [-2.578, 8.937, 2.985], [0.901, 8.541, 5.534], [2.099, 9.067, 4.457], [1.760, 7.312, 4.540], [6.864, 0.782, 0.048], [8.352, 0.656, -0.198], [8.898, 0.250, -1.265], [9.221, 0.794, 1.054], [8.679, 0.822, 1.906], [9.748, -0.067, 1.072], [10.217, 2.000, 0.946], [6.323, 0.781, -0.898], [6.700, 1.670, 0.659], [6.533, -0.128, 0.549], [9.730, 2.975, 0.915], [10.868, 1.877, 0.081], [10.847, 1.895, 1.829], [-1.460, -1.961, -0.540], [-0.244, -1.166, 0.040], [0.673, -0.812, -0.613], [-0.318, -0.837, 1.562], [-0.864, -1.497, 2.097], [0.563, -1.067, 1.999], [-0.698, 0.647, 1.871], [-2.293, -1.334, -0.220], [-1.654, -2.866, 0.036], [-1.453, -2.161, -1.611], [-1.762, 0.759, 1.660], [-0.149, 1.430, 1.348], [-0.471, 0.801, 2.926], [0.691, 3.924, -4.518], [1.160, 5.312, -3.997], [0.563, 5.874, -3.047], [2.458, 5.964, -4.516], [3.199, 5.906, -3.833], [2.848, 5.392, -5.252], [2.257, 7.531, -4.785], [-0.149, 3.557, -3.929], [1.506, 3.203, -4.451], [0.459, 3.991, -5.581], [1.442, 7.806, -5.454], [3.203, 7.753, -5.279], [2.257, 8.130, -3.874], [-3.527, -7.787, -3.082], [-4.526, -7.592, -1.935], [-5.229, -6.577, -1.784], [-4.930, -8.855, -1.063], [-5.685, -9.399, -1.455], [-4.107, -9.439, -1.038], [-5.426, -8.409, 0.351], [-4.011, -8.618, -3.596], [-2.530, -8.151, -2.836], [-3.480, -6.898, -3.711], [-5.928, -9.253, 0.823], [-6.162, -7.607, 0.395], [-4.574, -7.966, 0.868], [-6.476, 3.351, -0.057], [-7.104, 4.891, 0.643], [-8.170, 2.732, -0.057], [-5.900, 1.888, -0.764], [-4.739, 3.996, 0.056], [-6.159, 2.629, 1.572], [-6.786, 3.821, -1.742], [-4.917, -3.421, -8.704], [-5.490, -4.862, -7.777], [-6.250, -3.611, -9.831], [-4.203, -2.121, -9.605], [-3.612, -3.264, -7.449], [-3.982, -4.738, -9.584], [-5.873, -2.298, -7.663], [4.977, -1.235, 5.914], [3.902, -0.099, 6.788], [5.608, 0.081, 4.787], [6.081, -2.267, 5.096], [4.413, -2.554, 7.037], [3.606, -1.523, 4.863], [6.160, -0.694, 7.160], [-4.714, -3.068, 4.671], [-3.087, -3.719, 4.250], [-3.807, -1.705, 5.460], [-6.174, -2.308, 5.243], [-5.508, -4.421, 3.961], [-4.719, -3.924, 6.178], [-4.766, -2.259, 3.095], [2.587, -6.713, -0.596], [0.916, -7.402, -0.313], [3.177, -7.838, 0.666], [4.155, -5.931, -0.797], [1.850, -5.717, -1.864], [2.191, -5.599, 0.742], [2.849, -7.903, -1.904]],
  "forces_ev_per_a": [[0.05, -0.19, 0.61], [-2.39, -3.77, -2.72], [0.28, 3.39, 0.78], [0.46, 0.97, 1.92], [0.37, -0.74, -0.39], [-0.35, 0.53, 0.11], [1.18, 0.33, 0.14], [-0.17, -0.36, 0.13], [0.07, -0.36, 0.48], [1.20, 0.46, -0.14], [-0.65, -0.36, -0.28], [0.04, -0.14, -0.48], [-0.29, 0.12, -0.08], [1.06, 0.19, -0.35], [0.81, -2.81, -4.82], [-1.98, 2.40, 5.45], [0.71, 1.39, -1.69], [-0.44, 0.22, 0.45], [0.57, -0.42, 0.09], [0.26, -1.02, 0.58], [0.24, 0.32, 0.04], [-0.45, -0.14, 0.06], [0.04, -0.01, 0.49], [-0.38, -0.44, 0.11], [-0.45, -0.29, -0.11], [-0.14, 0.29, 0.02], [0.41, 1.06, 2.07], [-1.29, -2.02, -2.01], [0.29, 0.71, 1.09], [0.53, 1.36, -0.44], [-1.52, -0.15, -0.04], [1.20, 0.38, -0.29], [-0.31, -0.78, 0.57], [-0.52, 0.12, -0.49], [0.39, -0.23, -0.02], [0.43, 0.35, 0.28], [0.08, -0.09, 0.19], [0.35, -0.85, -0.58], [-0.38, -0.22, 0.01], [1.17, 1.25, -0.26], [-3.59, 0.10, 4.74], [3.23, -1.57, -4.36], [-1.74, 1.45, 0.43], [-0.03, 0.02, 0.95], [-0.22, 0.28, -1.18], [1.72, -0.78, -0.73], [0.04, 0.43, -0.09], [0.20, -0.01, 0.11], [-0.26, 0.01, -0.04], [-0.14, -0.76, 0.24], [-0.14, 0.27, -0.19], [-0.38, -0.80, 0.24], [-0.83, -0.79, 1.06], [-2.81, 4.62, -0.84], [2.97, -4.58, -0.01], [-0.30, 2.10, 1.05], [-0.25, 0.00, -0.74], [0.28, -0.41, 0.51], [0.44, 0.05, -0.02], [0.09, -0.05, -0.67], [-0.03, 0.19, 0.45], [-0.19, -0.09, 0.26], [0.70, -0.16, 0.07], [-0.01, 0.01, -1.26], [0.08, -0.68, 0.18], [-1.05, -0.36, 1.01], [1.00, -1.34, -0.80], [1.67, 0.53, 0.36], [0.42, -0.23, 0.25], [-1.85, -0.27, -0.55], [-0.50, 1.03, -1.45], [0.66, 0.85, 1.20], [0.38, -2.29, 1.97], [-0.16, 1.39, -0.30], [0.77, 0.41, 0.54], [-0.29, -0.47, 0.10], [-0.82, -0.11, -1.35], [-0.52, 2.06, 0.42], [0.71, -1.01, -1.31], [-1.02, 1.33, 2.92], [0.55, -0.41, -0.98], [-0.73, -0.83, 0.81], [-0.19, -0.19, 0.12], [0.92, 1.39, -1.63], [0.94, -0.13, -0.16], [-0.30, -0.84, -1.46], [1.48, 1.26, 1.07], [-1.15, 0.26, 0.02], [-0.65, -0.90, -1.01], [0.10, -0.12, -0.91], [-0.15, -0.11, -0.33], [0.50, -0.19, -0.02], [0.13, -0.15, 0.93], [-1.71, -1.24, 0.82], [1.34, 0.39, -0.45], [-0.05, 0.85, -1.46], [-0.94, -0.64, 0.00], [0.55, 0.15, 0.96], [0.37, -0.12, -1.25], [0.28, 0.76, 1.31]]
}